A cluster of 15 separate species, C36H104N6O17 in total. Source: OMol25; level of theory: ωB97M-V/def2-TZVPD.

- E_HOMO (eV) = -8.90
- energy above the lowest of the compared OMol25 structures with the same formula, charge and spin (eV) = 0.000
- calculated total energy (a.u.) = -3041.473722
- frontier orbital gap (eV) = 9.1

Geometry as ORCA input:
```
! RIJCOSX wB97M-V def2-TZVPD def2/J DEFGRID3
* xyz 0 1
C -3.165 -1.247 -1.074
C -4.573 -0.935 -0.465
O -5.223 -2.191 -0.120
H -2.657 -0.283 -1.061
H -3.301 -1.573 -2.100
H -2.620 -1.933 -0.444
H -5.140 -0.290 -1.132
H -4.508 -0.312 0.430
H -6.114 -2.061 0.208
C -1.503 -5.718 4.260
C -1.509 -4.232 3.858
O -1.495 -3.538 5.075
H -0.637 -6.015 4.869
H -1.393 -6.214 3.304
H -2.464 -5.996 4.711
H -2.356 -3.974 3.214
H -0.643 -4.008 3.237
H -1.878 -2.649 5.009
C -2.152 5.919 1.811
C -1.309 7.227 1.884
O -0.022 7.089 2.449
H -1.558 5.175 1.293
H -3.109 6.234 1.409
H -2.255 5.651 2.857
H -1.942 7.973 2.389
H -1.142 7.638 0.873
H -0.147 6.744 3.338
C 3.021 -1.092 4.715
C 4.371 -0.598 5.206
O 5.023 -1.352 6.266
H 2.391 -1.079 5.613
H 3.177 -2.062 4.232
H 2.651 -0.342 3.996
H 4.306 0.460 5.489
H 5.230 -0.617 4.540
H 4.431 -1.538 6.990
C 2.486 4.759 -0.078
C 2.899 3.384 0.276
O 3.256 3.171 1.666
H 2.148 4.780 -1.126
H 3.338 5.461 -0.093
H 1.630 5.087 0.549
H 3.724 3.168 -0.387
H 2.014 2.804 0.055
H 3.684 3.964 2.025
C -5.846 3.617 -0.835
C -6.430 4.691 -1.746
O -5.292 5.371 -2.386
H -5.202 4.111 -0.093
H -5.285 2.831 -1.324
H -6.660 3.099 -0.288
H -7.033 5.397 -1.162
H -7.048 4.287 -2.547
H -5.788 5.807 -3.073
C 0.436 3.426 4.306
C 1.055 4.790 4.694
O 0.007 5.811 5.051
H -0.087 2.927 5.122
H 1.227 2.768 3.936
H -0.226 3.559 3.451
H 1.637 5.202 3.843
H 1.849 4.741 5.464
H -0.479 5.516 5.829
C 1.426 -0.563 -1.668
C 0.223 -0.955 -2.482
O 0.619 -2.088 -3.284
H 1.262 0.407 -1.164
H 2.288 -0.485 -2.323
H 1.655 -1.337 -0.964
H -0.064 -0.156 -3.176
H -0.613 -1.265 -1.850
H -0.178 -2.501 -3.616
C 0.259 -7.979 0.791
C -0.478 -8.719 -0.259
O -1.542 -7.856 -0.745
H 1.088 -8.594 1.146
H -0.412 -7.831 1.657
H 0.541 -6.991 0.409
H -0.849 -9.682 0.088
H 0.155 -8.922 -1.131
H -1.965 -7.485 0.023
C 3.871 -3.577 -2.684
C 5.191 -3.919 -2.165
O 6.266 -3.762 -3.094
H 3.134 -3.732 -1.898
H 3.577 -4.229 -3.502
H 3.798 -2.553 -3.026
H 5.085 -4.830 -1.561
H 5.459 -3.152 -1.410
H 6.107 -4.377 -3.807
C 1.564 -6.773 -2.879
C 2.543 -7.640 -3.648
O 3.966 -7.381 -3.412
H 0.537 -6.913 -3.237
H 1.847 -5.717 -2.954
H 1.644 -6.963 -1.791
H 2.465 -7.384 -4.703
H 2.379 -8.706 -3.492
H 4.168 -7.512 -2.488
C -2.957 0.348 4.831
O -2.610 -0.774 5.138
N -3.669 1.061 5.750
N -2.643 0.935 3.648
H -3.802 0.570 6.635
H -3.984 2.012 5.626
H -2.345 0.378 2.859
H -3.043 1.791 3.351
C -1.761 -4.731 -2.830
O -1.895 -3.723 -3.481
N -1.435 -4.699 -1.494
N -2.002 -5.996 -3.343
H -1.121 -5.556 -1.081
H -1.137 -3.830 -1.076
H -2.359 -5.996 -4.281
H -2.321 -6.759 -2.752
C -0.982 6.879 -2.070
O -0.569 5.929 -2.996
C 0.046 6.544 -4.113
C 0.289 5.530 -5.225
N 1.428 4.684 -4.946
C 1.168 3.609 -3.911
C 2.413 2.746 -3.767
O 2.545 2.029 -5.009
C 3.680 1.142 -5.049
H -0.170 7.540 -1.663
H -1.401 6.301 -1.241
H -1.792 7.517 -2.432
H 1.029 6.944 -3.803
H -0.633 7.361 -4.430
H 0.454 6.157 -6.098
H -0.668 4.997 -5.374
H 1.720 4.160 -5.775
H 0.359 2.910 -4.177
H 1.024 4.078 -2.925
H 2.368 2.014 -2.943
H 3.305 3.389 -3.631
H 3.782 0.690 -6.023
H 3.618 0.386 -4.269
H 4.558 1.775 -4.861
C 1.587 -3.491 0.488
O 0.412 -2.763 0.728
C 0.599 -1.972 1.885
C -0.716 -1.232 2.227
N -0.976 -0.008 1.504
C -0.013 1.099 1.724
C -0.473 2.377 0.918
O -0.568 2.051 -0.430
C -1.202 3.020 -1.265
H 1.319 -4.081 -0.355
H 1.832 -4.160 1.321
H 2.437 -2.864 0.176
H 1.415 -1.246 1.773
H 0.885 -2.684 2.686
H -0.807 -0.950 3.276
H -1.556 -1.916 2.074
H -1.148 -0.151 0.514
H 1.006 0.897 1.402
H 0.047 1.293 2.799
H 0.270 3.182 1.015
H -1.461 2.738 1.229
H -1.352 2.657 -2.280
H -0.631 3.973 -1.280
H -2.209 3.224 -0.852
*
```